(1)
Formula: C29H67CsN5O4PSSi5Te
Source: the OMol25 dataset
Level of theory: ωB97M-V with the def2-TZVPD basis set

Summary:
* total charge: -2
* Kohn-Sham gap: 4.4 eV

Positions of all 114 atoms, in Å:
Cs 0.2983 -1.0496 0.8486
C -6.1214 0.7406 2.5020
C -5.0496 0.2826 3.4171
N -5.2003 -0.1281 4.6363
N -3.9168 -0.3787 5.0558
C -2.9725 -0.1518 4.1225
S -1.3223 -0.2809 4.2356
N -3.7251 0.2670 3.0563
N -3.2794 0.5729 1.7789
H -7.0642 0.7579 3.0438
H -6.2035 0.0834 1.6399
H -5.8878 1.7359 2.1241
H -3.7344 -0.7202 5.9809
H -2.7798 -0.2436 1.4231
H -2.6349 1.3633 1.8158
C 1.5060 1.1973 -1.2310
Si 3.2136 1.2166 -0.3805
C 3.3631 3.0602 0.0648
C 4.4716 0.9770 -1.7694
C 3.4393 0.1013 1.0469
Si 3.7580 -1.6646 0.8204
C 3.1204 -2.7782 2.2572
C 3.0041 -2.3931 -0.7693
C 5.5854 -2.1644 0.6935
Si 3.9066 0.8613 2.6015
C 5.6057 1.7190 2.6596
C 3.9644 -0.2571 4.1269
C 2.6681 2.2088 3.1835
C 3.0462 3.4869 3.6029
C 2.0922 4.3894 4.0430
C 0.7654 3.9868 4.0658
C 0.4646 2.6990 3.6423
N 1.3746 1.8334 3.2113
H 1.3939 2.1436 -1.7730
H 0.6725 1.1495 -0.5240
H 1.3346 0.4154 -1.9807
H 3.3211 3.6606 -0.8490
H 4.3058 3.2904 0.5742
H 2.5468 3.3807 0.7152
H 4.2572 1.6319 -2.6197
H 4.4607 -0.0539 -2.1347
H 5.4810 1.1930 -1.4074
H 2.3970 -2.2984 2.9202
H 3.9800 -3.0608 2.8704
H 2.6783 -3.7016 1.8705
H 1.9765 -2.0982 -0.9852
H 3.0171 -3.4857 -0.7057
H 3.5942 -2.1183 -1.6472
H 6.1185 -1.8691 1.6036
H 6.0606 -1.6500 -0.1467
H 5.7122 -3.2432 0.5561
H 6.3655 0.9686 2.4209
H 5.8480 2.1462 3.6382
H 5.6868 2.5086 1.9046
H 4.6629 -1.0842 3.9863
H 2.9779 -0.6718 4.3426
H 4.2885 0.3143 5.0016
H 4.0922 3.7665 3.5639
H 2.3740 5.3874 4.3598
H -0.0220 4.6516 4.3991
H -0.5613 2.3439 3.6488
C -5.0200 -1.2185 -0.6499
C -4.9259 -2.3572 0.3405
O -3.5886 -2.5293 0.7874
P -2.5346 -3.6395 0.1871
O -1.2470 -2.9064 0.0387
Te -3.5075 -4.8936 -1.5341
O -2.2774 -4.5729 1.4920
C -3.1345 -5.6131 1.9329
C -4.3203 -5.1152 2.7435
H -6.0601 -1.0789 -0.9607
H -4.4290 -1.4458 -1.5366
H -4.6480 -0.2891 -0.2143
H -5.2874 -3.2860 -0.1104
H -5.5240 -2.1628 1.2376
H -2.5121 -6.2619 2.5531
H -3.4766 -6.1992 1.0728
H -3.9814 -4.4505 3.5407
H -4.8467 -5.9626 3.1907
H -5.0224 -4.5689 2.1195
C -0.8499 4.0045 0.7084
O -1.4227 2.7184 0.8585
H 0.2422 3.9681 0.7442
H -1.2003 4.6136 1.5411
H -1.1620 4.4731 -0.2300
H -1.1895 2.2027 0.0750
C -3.5245 0.0011 -4.2256
Si -1.8002 0.6780 -3.7802
C -1.9884 1.1080 -1.9180
C -1.7664 2.4127 -4.5543
C -0.4021 -0.3402 -4.1525
Si 0.8976 -0.2054 -5.3662
C 1.2636 1.5358 -6.0309
C 0.6753 -1.2495 -6.9542
C 2.5607 -0.8343 -4.6941
H -4.3397 0.6375 -3.8619
H -3.6615 -1.0013 -3.8120
H -3.6121 -0.0889 -5.3125
H -2.9331 1.6274 -1.7133
H -1.1627 1.7793 -1.6648
H -1.9320 0.2307 -1.2580
H -2.6058 3.0063 -4.1775
H -1.8494 2.3719 -5.6442
H -0.8410 2.9398 -4.3096
H -0.3975 -1.3383 -3.7014
H 0.4251 1.9338 -6.6092
H 2.1411 1.5233 -6.6847
H 1.4628 2.2308 -5.2106
H -0.2094 -0.9193 -7.5080
H 0.5145 -2.2963 -6.6792
H 1.5402 -1.2045 -7.6279
H 2.9192 -0.1964 -3.8805
H 3.3378 -0.8762 -5.4656
H 2.4376 -1.8425 -4.2835

=====

(2)
Formula: C5H11NS2
Source: the OMol25 dataset
Level of theory: ωB97M-V with the def2-TZVPD basis set

Summary:
* total charge: 0
* Kohn-Sham gap: 7.8 eV

Positions of all 19 atoms, in Å:
C -1.6265 -2.3394 -0.4390
N -0.6171 -1.6062 0.1092
C -0.8865 -0.0824 -0.0066
C -0.2505 0.7675 0.9715
C 1.3897 0.9591 0.6480
C 1.8991 0.9249 -0.7447
S 2.0527 -0.4202 -1.6647
S 1.6468 2.5168 -1.6517
H -1.4848 -2.4626 -1.5993
H -2.5338 -1.6990 -0.0316
H -1.5479 -3.3473 0.3351
H 0.3459 -1.6750 -0.1176
H -0.7793 0.4248 -0.9992
H -1.9528 0.2009 0.3016
H -0.2936 0.4995 1.9883
H -0.8723 1.7526 0.9663
H 1.7264 2.1157 1.0516
H 2.0164 0.1653 1.2093
H 1.7681 3.3051 -0.3264

=====

(3)
Formula: C13H21N3O10P2S
Source: the OMol25 dataset
Level of theory: ωB97M-V with the def2-TZVPD basis set

Summary:
* total charge: 0
* Kohn-Sham gap: 5.3 eV

Positions of all 50 atoms, in Å:
O -5.0330 6.7515 -0.6567
C -5.0803 5.7184 -1.1990
N -4.8842 4.6376 -1.8145
C -3.4554 4.2588 -1.6183
C -3.0468 3.0702 -0.7443
C -1.6232 2.7885 -0.5674
C -0.6285 3.6567 -1.2871
N 0.7723 3.6000 -1.2974
S 1.3734 4.8022 -2.3022
N -0.0344 5.5660 -2.8355
C -1.0105 4.8244 -2.1912
C -2.4835 5.1307 -2.3277
O -2.8423 6.1988 -3.1305
H -3.8707 2.4703 -0.2748
H -1.2962 1.9460 0.0925
H -3.7976 6.1876 -3.3343
C -0.0119 -2.0207 -0.4086
O 0.6861 -1.5261 -1.5453
P -0.2216 -1.1730 -2.9540
O -1.3587 -0.5623 -2.1497
O -0.4465 -2.7885 -3.1930
C 0.7077 -3.5723 -3.4933
O -1.0256 -0.8245 -4.4201
C -2.2794 -1.4413 -4.6651
H 0.7100 -2.5332 0.2272
H -0.4403 -1.1913 0.1538
H -0.7926 -2.7283 -0.6931
H 0.9622 -4.1796 -2.6228
H 1.5649 -2.9490 -3.7576
H 0.4767 -4.2319 -4.3295
H -2.9450 -1.3556 -3.8047
H -2.1435 -2.4902 -4.9320
H -2.7394 -0.9318 -5.5134
C 1.3710 -1.1230 6.2214
O 2.2823 -0.5217 5.3106
P 2.4847 -1.2571 3.7816
O 1.0096 -1.5597 3.6054
O 3.2890 -2.5074 4.4897
C 4.5253 -2.2074 5.1385
O 2.8778 -1.8332 2.2262
C 2.6478 -3.2021 1.9386
H 1.6340 -0.7852 7.2256
H 0.3546 -0.7963 6.0007
H 1.4329 -2.2119 6.1909
H 4.3822 -2.2594 6.2191
H 4.8927 -1.2137 4.8737
H 5.2660 -2.9503 4.8436
H 1.6511 -3.5196 2.2509
H 3.4062 -3.8248 2.4149
H 2.7306 -3.3351 0.8584

=====

(4)
Formula: C33H55N7O3
Source: the OMol25 dataset
Level of theory: ωB97M-V with the def2-TZVPD basis set

Summary:
* total charge: 0
* Kohn-Sham gap: 8.4 eV

Positions of all 98 atoms, in Å:
C 3.5208 4.1002 -0.6219
C 4.2526 2.7973 -0.9269
C 5.2638 2.4479 0.1466
C 6.2162 1.3121 -0.2354
O 4.6517 2.2499 1.4430
C 3.6049 1.4156 1.4911
O 2.4761 1.7738 1.5409
O 3.9973 0.1452 1.5628
C 2.9712 -0.8193 1.2778
C 2.6253 -0.8623 -0.2088
C 2.2927 -2.2816 -0.6862
C 0.8364 -2.6595 -0.3751
C -0.1559 -2.2696 -1.4925
C -1.3044 -1.4006 -0.9545
C -2.4400 -1.2802 -1.9567
C -3.6009 -0.3673 -1.4956
C -3.8926 -0.4049 0.0005
C -5.2046 0.3282 0.3209
C -6.4405 -0.5675 0.1887
C -7.6867 0.1990 -0.2418
N -8.1331 1.1196 0.7913
C -8.9250 0.7431 1.8465
C -9.1356 1.8544 2.6507
C -8.4457 2.9373 2.0516
C -7.8414 2.4561 0.9013
H 2.6217 3.9424 -0.0314
H 4.1757 4.7845 -0.0952
H 3.2033 4.5685 -1.5509
H 3.5508 1.9879 -1.1353
H 4.8196 2.9540 -1.8439
H 5.8764 3.3375 0.2690
H 7.2348 1.5842 0.0128
H 5.9463 0.3552 0.1967
H 6.1941 1.1945 -1.3184
H 3.4059 -1.7731 1.5677
H 2.1037 -0.6522 1.9088
H 1.7607 -0.2269 -0.3950
H 3.4952 -0.4910 -0.7487
H 2.9466 -2.9773 -0.1533
H 2.5135 -2.3735 -1.7475
H 0.7615 -3.7140 -0.1261
H 0.5501 -2.1069 0.5229
H 0.3689 -1.7517 -2.2920
H -0.6121 -3.1859 -1.8635
H -0.9031 -0.3996 -0.7771
H -1.6240 -1.8502 -0.0178
H -2.0203 -0.8123 -2.8487
H -2.8366 -2.2526 -2.2407
H -4.5044 -0.7213 -1.9989
H -3.4306 0.6564 -1.8247
H -3.9882 -1.4339 0.3445
H -3.0877 0.0947 0.5350
H -5.1589 0.7133 1.3388
H -5.2939 1.2123 -0.3134
H -6.6560 -0.9747 1.1764
H -6.2594 -1.4036 -0.4861
H -7.4873 0.7698 -1.1469
H -8.4956 -0.4943 -0.4601
H -9.3044 -0.2536 1.9811
H -9.7036 1.8870 3.5623
H -8.3624 3.9554 2.3912
H -7.2186 2.9480 0.1768
C -11.1250 5.9740 3.0884
C -11.1468 4.7333 3.8498
N -11.1675 3.7496 4.4333
H -11.2099 6.8239 3.7626
H -10.1917 6.0481 2.5338
H -11.9565 5.9897 2.3869
C -0.9663 -0.6237 -6.3059
C -1.1017 -1.8810 -5.5831
N -1.2103 -2.8659 -5.0104
H -1.2105 0.2083 -5.6480
H 0.0562 -0.5094 -6.6597
H -1.6418 -0.6137 -7.1586
C 3.8029 -6.2662 -0.1368
C 2.3532 -6.1320 -0.1581
N 1.2129 -6.0279 -0.1775
H 4.1114 -7.0410 -0.8359
H 4.2722 -5.3247 -0.4154
H 4.1297 -6.5472 0.8624
C 7.2827 6.7069 0.3819
C 6.6486 6.1537 -0.8057
N 6.1395 5.7059 -1.7278
H 8.1666 7.2738 0.0973
H 6.5867 7.3634 0.9004
H 7.5795 5.8975 1.0469
C 10.0535 1.2242 2.1570
C 9.5520 2.4467 1.5459
N 9.1582 3.4095 1.0673
H 9.6550 0.3591 1.6304
H 11.1401 1.2053 2.1048
H 9.7443 1.1801 3.1991
C 2.2906 -9.7511 1.6455
C 3.6645 -9.7972 1.1610
N 4.7408 -9.8082 0.7710
H 1.9922 -10.7345 2.0026
H 2.2105 -9.0362 2.4619
H 1.6250 -9.4452 0.8405

=====

(5)
Formula: C11H26N2O3
Source: the OMol25 dataset
Level of theory: ωB97M-V with the def2-TZVPD basis set

Summary:
* total charge: 0
* Kohn-Sham gap: 10.1 eV

Positions of all 42 atoms, in Å:
C 14.1432 5.8824 7.4376
C 13.9003 6.9307 6.4049
C 12.5234 7.5461 6.3976
C 11.5038 6.7089 5.8162
N 10.6639 6.0955 5.3568
H 15.1938 5.8021 7.6285
H 13.5817 5.0045 7.1146
H 13.6184 6.1290 8.3529
H 14.0752 6.5379 5.4078
H 14.5273 7.8090 6.5562
H 12.5615 8.4468 5.8100
H 12.2458 7.8234 7.4239
C 10.0997 12.7427 8.6208
C 10.6924 12.9804 7.2682
C 12.2264 13.1439 7.2589
C 12.8747 12.0077 7.8473
N 13.2981 11.0809 8.3656
H 8.9673 12.6406 8.5269
H 10.3000 13.5613 9.3854
H 10.3509 11.7837 9.1223
H 10.3251 13.8819 6.8330
H 10.3693 12.2025 6.5994
H 12.4879 14.0960 7.7918
H 12.4814 13.2008 6.1871
C 9.7004 9.4387 5.7042
O 8.6131 9.0776 6.5344
H 10.6061 9.4083 6.3030
H 9.7326 8.7346 4.9103
H 9.6254 10.4404 5.3238
H 8.9581 8.2647 7.0551
C 5.3754 8.0104 4.8548
O 5.8510 7.9644 6.1209
H 5.3834 9.0459 4.4221
H 5.9890 7.3404 4.2507
H 4.2930 7.6851 4.8967
H 6.7765 8.3154 6.1873
C 8.6543 5.8592 8.4200
O 9.1759 7.2085 8.4237
H 9.4456 5.1551 8.1050
H 8.2156 5.7166 9.3995
H 7.8459 5.7905 7.6929
H 8.7422 7.7786 9.0688

=====

(6)
Formula: C7H14OPRu
Source: the OMol25 dataset
Level of theory: ωB97M-V with the def2-TZVPD basis set

Summary:
* spin multiplicity: 5
* total charge: +1
* Kohn-Sham gap (spin up / spin down): 7.6 / 7.1 eV
* expectation value of S²: 6.03

Positions of all 24 atoms, in Å:
C 0.3268 0.1455 -1.9273
C -0.8638 -0.6698 -2.0714
C -0.5438 -2.0472 -1.8543
C 0.8161 -2.1393 -1.4714
C 1.4244 -0.8157 -1.4573
Ru 0.1995 0.0056 0.1582
P -0.4314 2.1166 0.2229
H 0.5008 1.1603 -2.2884
H -1.8145 -0.2894 -2.4674
H -1.2423 -2.8825 -1.9753
H 2.4875 -0.5610 -1.4429
H 1.3712 -3.0755 -1.3071
H -1.4750 2.4423 1.1638
H -1.0095 2.6872 -0.9637
H 0.5593 3.1301 0.5129
C -0.6476 -0.6004 4.4711
C -0.6179 0.1540 3.1480
O -0.3925 -0.7088 2.0361
H -1.4653 -1.3199 4.5229
H -0.8102 0.1241 5.2826
H 0.2881 -1.1120 4.6856
H -1.5552 0.6704 2.9436
H 0.1739 0.9050 3.1016
H -0.4994 -1.6460 2.2875

=====

(7)
Formula: C5H14N2
Source: the OMol25 dataset
Level of theory: ωB97M-V with the def2-TZVPD basis set

Summary:
* spin multiplicity: 2
* total charge: -1
* Kohn-Sham gap (spin up / spin down): 5.1 / 5.7 eV
* expectation value of S²: 0.75

Positions of all 21 atoms, in Å:
C 3.2033 0.6272 -0.1695
C 1.7900 0.5192 -0.6193
N 1.1306 -0.7675 -0.3919
C 0.4508 -0.9722 0.8932
C -0.9908 -0.2585 0.8863
N -1.6146 -0.3683 -0.5045
C -2.6098 0.5552 -0.1955
H 3.5263 1.6796 -0.2248
H 3.3132 0.4073 0.9017
H 3.9573 0.0283 -0.7217
H 1.2773 1.4108 -0.2579
H 1.8427 0.5966 -1.7048
H 1.0612 -0.4922 1.6307
H 0.3505 -2.0509 1.1290
H -7.1632 1.4886 0.2608
H -0.6680 0.7371 1.2938
H -1.6157 -0.9407 1.4583
H 0.2785 -0.7576 -0.9795
H -2.6991 1.6535 -0.1529
H -7.4488 1.6789 -0.4292
H -3.5074 -0.0452 0.1140

=====

(8)
Formula: C7H15NO
Source: the OMol25 dataset
Level of theory: ωB97M-V with the def2-TZVPD basis set

Summary:
* total charge: 0
* Kohn-Sham gap: 10.1 eV

Positions of all 24 atoms, in Å:
C -2.5163 -0.8035 0.3033
C -1.0549 -0.3753 0.3866
C -0.9470 1.1428 0.5495
N 0.4535 1.5336 0.6054
C 1.1312 1.2413 -0.6483
C 1.1490 -0.2736 -0.8801
C 2.0722 -0.9705 0.1322
O 1.7397 -0.7668 1.4780
C -0.2881 -0.8063 -0.8655
H -3.0050 -0.3395 -0.5520
H -2.5888 -1.8828 0.1948
H -3.0516 -0.5117 1.2040
H -0.5957 -0.8484 1.2575
H -1.4264 1.4529 1.4814
H -1.4728 1.6340 -0.2891
H 0.5307 2.5229 0.8210
H 2.1547 1.6223 -0.5867
H 0.6352 1.7290 -1.5069
H 1.5774 -0.4629 -1.8712
H 2.0521 -2.0527 -0.0339
H 3.1026 -0.6205 -0.0534
H 1.4320 0.1543 1.5541
H -0.2748 -1.8956 -0.9323
H -0.8090 -0.4232 -1.7484

=====

(9)
Formula: C39H34Br2F6N10O4RbS4
Source: the OMol25 dataset
Level of theory: ωB97M-V with the def2-TZVPD basis set

Summary:
* total charge: -1
* Kohn-Sham gap: 6.0 eV

Positions of all 100 atoms, in Å:
Rb 0.8870 -0.0724 -0.7404
C -1.5509 3.2896 0.7947
C -2.4132 2.0053 0.7977
C -2.9848 1.7371 -0.5765
C -4.0822 2.4544 -1.0488
C -4.5139 2.2395 -2.3483
C -3.8576 1.2979 -3.1278
C -2.7945 0.6036 -2.5684
N -2.3574 0.8237 -1.3241
N -0.1362 2.9843 1.0204
C 0.7713 3.9311 0.3878
C 0.6674 3.9940 -1.1288
C 1.3587 4.9834 -1.8155
C 1.2754 5.0189 -3.1967
C 0.4933 4.0788 -3.8537
C -0.1755 3.1380 -3.0884
N -0.0869 3.0929 -1.7550
C 0.0932 2.8787 2.4403
C 1.3647 2.1849 2.8879
C 1.6580 2.1868 4.2497
C 2.7905 1.5336 4.6975
C 3.6152 0.9119 3.7705
C 3.2571 0.9682 2.4360
N 2.1457 1.5793 1.9942
H -1.9231 4.0172 1.5340
H -1.6396 3.7526 -0.1754
H -3.2207 2.0808 1.5344
H -1.7785 1.1548 1.0543
H -4.5804 3.1738 -0.4082
H -5.3557 2.7968 -2.7449
H -4.1623 1.1015 -4.1489
H -2.2684 -0.1712 -3.1209
H 1.7926 3.6238 0.6314
H 0.6318 4.9484 0.7905
H 1.9676 5.7027 -1.2735
H 1.8150 5.7739 -3.7572
H 0.4103 4.0658 -4.9332
H -0.7929 2.3769 -3.5531
H -0.7421 2.3146 2.8665
H 0.0665 3.8723 2.9176
H 0.9974 2.6995 4.9450
H 3.0286 1.5086 5.7543
H 4.5176 0.3933 4.0723
H 3.8773 0.5084 1.6758
C 0.9088 -0.6732 -7.2373
S -0.0189 -1.9340 -6.3402
C 0.0093 -1.4732 -4.5997
S 0.7383 -0.0591 -4.0265
N -0.5583 -2.4782 -3.9640
N -1.1100 -2.3013 -2.7590
C -1.3559 -3.3663 -2.0912
C -2.2493 -3.3629 -0.9196
C -2.7065 -4.5861 -0.4131
C -3.6046 -4.5970 0.6407
C -4.0359 -3.3892 1.1725
C -3.5152 -2.2256 0.6196
N -2.6430 -2.2022 -0.3819
H 1.4194 -1.1617 -8.0712
H 1.6296 -0.2329 -6.5526
H 0.2424 0.1041 -7.6112
H -0.9910 -4.3348 -2.4393
H -2.3663 -5.5119 -0.8669
H -3.9784 -5.5375 1.0322
H -4.7515 -3.3481 1.9870
H -3.8122 -1.2495 1.0113
F 6.1955 1.7732 -1.2196
C 4.9857 2.3261 -1.1430
F 4.7343 2.6769 0.1311
F 4.9416 3.4120 -1.9168
S 3.7134 1.1595 -1.7391
O 2.5010 1.9128 -1.5908
O 4.1379 0.7740 -3.0518
N 3.8663 0.0147 -0.6482
S 3.8433 -1.4808 -1.1788
O 5.0013 -1.9226 -1.8942
O 2.5378 -1.8896 -1.6411
C 4.0480 -2.2648 0.4638
F 3.0791 -1.8860 1.3045
F 5.2378 -1.9273 0.9886
F 3.9961 -3.5857 0.2966
Br -4.0864 -2.7598 6.3892
C -2.9003 -2.0237 5.1092
C -2.8431 -0.6578 4.9375
C -1.9556 -0.1932 3.9786
N -1.1755 -0.9759 3.2348
C -1.2556 -2.2936 3.4115
C -2.1144 -2.8617 4.3471
C -0.3979 -3.1755 2.5455
C -0.0475 -4.4506 2.9685
C 0.7127 -5.2318 2.1170
Br 1.2294 -6.9709 2.6617
C 1.1067 -4.7528 0.8895
C 0.7243 -3.4563 0.5727
N -0.0023 -2.6839 1.3752
H -3.4603 0.0153 5.5154
H -1.8796 0.8789 3.7994
H -2.2003 -3.9351 4.4512
H -0.3236 -4.8189 3.9469
H 1.7020 -5.3443 0.2064
H 1.0321 -3.0182 -0.3727

=====

Molecular weight across the listed records, respectively: 1013.862; 149.284; 473.337; 597.849; 234.340; 246.232; 102.181; 129.203; 1194.299 Da.